{
  "formula": "C4H15N3O",
  "method": "the ωB97M-V functional and the def2-TZVPD basis",
  "species": ["C", "C", "N", "C", "N", "C", "N", "H", "H", "H", "H", "H", "H", "H", "H", "H", "H", "H", "H", "H", "O", "H", "H"],
  "xyz": [[-1.0413, 0.4050, -0.7830], [-0.7390, -1.0988, -0.9187], [-0.6270, -1.4040, -2.3124], [0.5815, -1.4423, -0.2363], [0.4170, -1.8703, 1.1634], [1.1558, -1.1621, 2.1870], [0.8509, 0.2523, 2.3890], [-1.6594, 0.7685, -1.5894], [-1.4618, 0.5646, 0.2180], [-0.1117, 0.9639, -0.7258], [-1.4851, -1.6790, -0.3604], [-0.4486, -2.3415, -2.6215], [-1.0827, -0.8035, -2.9680], [1.0178, -2.2719, -0.7520], [1.3366, -0.6646, -0.2569], [-0.5157, -2.1040, 1.4597], [2.2148, -1.2529, 1.9472], [0.9470, -1.6244, 3.1465], [0.7214, 0.7351, 1.5140], [0.0017, 0.3685, 2.9321], [-0.0871, 5.4802, -1.3711], [-0.7667, 4.8773, -1.0800], [0.7816, 5.3039, -0.9817]],
  "forces_ev_per_a": [[0.4, -0.7, 1.3], [0.6, 0.8, 0.0], [0.3, 0.1, -0.3], [-0.2, -0.8, 1.4], [0.3, 0.1, 0.3], [-0.4, 0.3, -0.3], [0.0, 0.2, 0.3], [-0.4, 0.2, 0.0], [-0.5, 0.2, -0.4], [0.2, 0.1, -0.6], [-0.4, 0.0, -0.4], [-0.1, 0.0, 0.1], [-0.3, -0.1, -0.1], [0.3, -0.6, -0.6], [-0.1, 0.5, -0.3], [-0.2, 0.1, -0.3], [0.1, 0.0, 0.1], [0.3, -0.3, 0.1], [0.0, 0.1, -0.2], [0.1, 0.0, -0.2], [0.5, 0.8, -0.5], [0.3, -0.4, 0.4], [-0.7, -0.4, 0.1]],
  "gap_ev": 9.03,
  "charge": 0,
  "smiles": "C[C@@H](N)CNCN.O"
}

***

{
  "formula": "C4H15N3O",
  "method": "the ωB97M-V functional and the def2-TZVPD basis",
  "species": ["C", "N", "C", "C", "N", "C", "N", "H", "H", "H", "H", "H", "H", "H", "H", "H", "H", "H", "H", "H", "H", "H", "O"],
  "xyz": [[1.0040, -0.6709, -0.7544], [-0.2125, -1.2251, -1.3685], [-1.2660, 0.1755, -1.5936], [-2.0923, 0.3672, -0.2560], [-1.7547, 1.5025, 0.6322], [1.6749, -1.6756, 0.1766], [2.7711, -0.9550, 0.8707], [1.7421, -0.1485, -1.3600], [0.6848, 0.1174, -0.0646], [-0.3070, -0.4299, -2.1600], [-0.8329, 1.1984, -1.6357], [-2.0774, 0.2684, -2.3156], [-1.8614, -0.5107, 0.3456], [-3.1523, 0.4062, -0.5007], [-2.5877, 1.7447, 1.1479], [0.0853, 2.1576, 0.5588], [0.8684, -2.0361, 0.8466], [2.0948, -2.5401, -0.3233], [2.2713, -0.3308, 1.4941], [3.1711, -1.5598, 1.5884], [-1.0197, 1.2651, 1.3429], [0.3777, 1.7366, 1.2493], [0.4185, 1.1429, 2.0793]],
  "forces_ev_per_a": [[-0.3, 0.7, 1.7], [-1.0, 2.9, -2.4], [-2.5, 2.6, 4.3], [0.9, -0.7, 0.4], [1.2, -0.1, -0.4], [-0.2, 0.1, 0.3], [-0.8, -0.4, 0.7], [0.1, -0.5, -0.8], [0.2, 0.0, 0.3], [2.0, -2.7, -1.6], [0.9, -0.7, -0.4], [0.7, -1.5, -0.9], [-0.4, -0.4, -0.2], [0.0, 0.0, 0.1], [-0.1, 0.8, -0.1], [-1.8, 0.1, -0.5], [0.4, 0.0, -0.1], [0.0, -0.1, -0.4], [0.0, 0.8, -0.1], [0.3, -0.4, -0.5], [-1.4, -0.8, 0.0], [1.9, 0.3, 0.4], [0.0, -0.1, 0.2]],
  "gap_ev": 6.59,
  "charge": 0
}

***

{
  "formula": "C4H15N3O",
  "method": "the ωB97M-V functional and the def2-TZVPD basis",
  "species": ["C", "C", "C", "C", "N", "N", "N", "H", "H", "H", "H", "H", "H", "H", "H", "H", "H", "H", "H", "H", "H", "H", "O"],
  "xyz": [[-0.4371, -1.9371, -0.0899], [-0.3028, -0.5326, 0.4922], [0.7058, 0.3786, -0.1577], [1.5985, 0.0581, -1.1110], [2.7438, 0.7254, -1.4380], [0.8105, 1.6951, 0.4978], [-1.8962, -2.3079, -0.3384], [0.0054, -1.9702, -1.0762], [-0.1050, -2.7209, 0.5840], [-1.2869, -0.0788, 0.4359], [-0.0408, -0.5413, 1.5484], [1.4078, -0.8747, -1.6110], [3.3860, 0.4290, -2.1481], [2.8579, 1.7174, -1.2996], [-0.0654, 2.2458, 0.4751], [1.5573, 2.2248, 0.0660], [1.0579, 1.6382, 1.4934], [-1.9670, -2.3838, -1.3805], [-2.0659, -3.2734, 0.0228], [-2.5850, -1.5423, -0.1323], [-1.9591, 1.9523, 2.3880], [-1.7905, 3.0150, 1.2901], [-1.6289, 2.0833, 1.4888]],
  "forces_ev_per_a": [[-0.6, 0.3, 0.3], [-0.3, 0.6, -0.2], [0.2, -0.6, -0.5], [-0.1, 0.2, 0.7], [0.2, 0.8, -0.2], [0.5, 0.1, 0.2], [0.7, 0.0, -1.1], [0.3, -0.4, 0.0], [0.6, 0.1, -0.1], [0.0, 0.3, 0.1], [-0.1, -0.3, 0.3], [0.4, -0.2, -0.1], [-0.3, -0.6, -0.3], [-0.2, -0.1, 0.1], [0.2, -0.6, 0.0], [0.1, 0.3, -0.1], [-0.1, -0.2, -0.1], [-0.2, 0.0, -0.3], [-0.5, 0.3, 0.5], [0.0, -0.4, 0.6], [0.0, 0.0, -0.1], [-0.4, 0.0, 0.2], [0.0, 0.4, 0.1]],
  "gap_ev": [2.95, 9.16],
  "s2": 0.751,
  "charge": 1,
  "spin_multiplicity": 2
}

***

{
  "formula": "C4H15N3O3",
  "method": "the ωB97M-V functional and the def2-TZVPD basis",
  "species": ["N", "C", "C", "N", "C", "O", "C", "N", "H", "H", "H", "H", "H", "H", "H", "H", "H", "H", "H", "O", "H", "H", "O", "H", "H"],
  "xyz": [[-2.3188, 2.9354, -1.0456], [-1.1356, 2.8992, -0.1755], [0.0752, 2.1771, -0.7640], [-0.1413, 0.7430, -0.7092], [0.5597, -0.2270, -0.1079], [0.0661, -1.3443, 0.0231], [1.9649, 0.0968, 0.3828], [2.4482, -0.8984, 1.3072], [-2.8307, 2.0624, -1.1166], [-2.0721, 3.2934, -1.9478], [-0.9210, 3.9574, 0.0046], [-1.3906, 2.4618, 0.7906], [0.9846, 2.4349, -0.2202], [0.2519, 2.5123, -1.7906], [-1.0820, 0.4923, -0.9746], [2.6031, 0.2404, -0.4845], [1.8861, 1.0684, 0.8613], [3.2743, -1.3649, 0.9791], [1.7374, -1.6211, 1.3681], [-0.5956, -3.3933, 1.8564], [-0.4915, -2.6269, 1.2570], [0.2284, -3.4001, 2.3646], [-1.3019, -4.3426, -0.8775], [-1.2966, -4.3199, 0.0940], [-0.5023, -3.8365, -1.0749]],
  "forces_ev_per_a": [[0.1, -0.4, 0.8], [-0.5, 0.6, -0.4], [0.4, 0.2, 0.3], [-0.4, 0.6, -0.4], [0.0, -0.4, -0.1], [0.2, 0.0, 0.1], [-0.5, 0.2, 0.0], [-0.2, -0.3, 0.2], [0.2, 0.2, -0.1], [-0.1, 0.0, -0.5], [0.4, -0.2, 0.1], [-0.1, 0.0, -0.1], [-0.1, 0.0, 0.1], [-0.1, -0.1, -0.1], [0.0, -0.4, 0.0], [0.1, -0.1, -0.2], [0.2, 0.2, 0.2], [0.3, 0.0, -0.2], [0.0, 0.0, 0.1], [0.3, 0.4, -0.1], [0.0, -0.2, 0.2], [-0.3, -0.1, -0.1], [0.3, 0.2, 0.3], [-0.1, -0.1, -0.2], [-0.2, -0.1, -0.1]],
  "gap_ev": 10.37,
  "charge": 0,
  "smiles": "NCCNC(=O)CN.O.O"
}

***

{
  "formula": "C4H15N4",
  "method": "the ωB97M-V functional and the def2-TZVPD basis",
  "species": ["C", "N", "C", "N", "H", "H", "H", "H", "H", "H", "N", "C", "C", "N", "H", "H", "H", "H", "H", "H", "H", "H", "H"],
  "xyz": [[-0.1800, 2.4127, 1.0383], [0.9273, 1.6017, 0.5025], [1.5751, 0.7502, 1.4096], [2.8158, 0.5296, 1.3332], [-0.6261, 2.9736, 0.2167], [-0.9415, 1.7457, 1.4456], [0.1249, 3.1200, 1.8084], [1.6110, 2.1406, 0.0028], [0.9494, 0.4827, 2.2666], [3.0836, -0.0848, 2.0988], [-0.6972, 0.4417, -1.5043], [-0.7316, -1.0743, -1.6124], [-1.4175, -1.6207, -0.3730], [-1.6768, -3.0347, -0.5589], [-1.6496, 0.7939, -1.5184], [-0.1485, 0.8237, -0.6590], [-0.2335, 0.8113, -2.3300], [-1.3334, -1.3009, -2.4909], [0.2949, -1.3969, -1.7612], [-0.7748, -1.3937, 0.4928], [-2.3597, -1.0866, -0.2297], [-0.8082, -3.5492, -0.5353], [-2.2566, -3.4083, 0.1897]],
  "forces_ev_per_a": [[0.1, 0.0, -0.1], [-0.7, -0.3, -0.1], [0.5, 0.8, 0.9], [-0.6, -0.4, -0.2], [0.0, 0.1, 0.1], [0.0, 0.1, 0.1], [0.1, 0.0, 0.0], [0.4, 0.3, -0.2], [-0.1, -0.4, -0.2], [0.2, 0.0, -0.1], [0.3, -0.3, -0.1], [-0.5, 0.7, 0.1], [0.5, -0.1, 0.2], [-0.2, 0.1, 0.2], [-0.1, 0.2, 0.2], [0.0, -0.3, -0.3], [0.1, 0.2, -0.1], [0.2, -0.1, -0.1], [0.0, -0.2, 0.1], [-0.1, 0.0, 0.1], [-0.1, -0.1, 0.0], [0.1, -0.2, 0.0], [0.1, 0.1, -0.2]],
  "gap_ev": 10.18,
  "charge": 1
}

***

{
  "formula": "C4H15N6O",
  "method": "the ωB97M-V functional and the def2-TZVPD basis",
  "species": ["C", "C", "C", "C", "N", "N", "N", "N", "N", "N", "O", "H", "H", "H", "H", "H", "H", "H", "H", "H", "H", "H", "H", "H", "H", "H"],
  "xyz": [[1.6013, -0.7156, -0.0733], [0.4422, -0.5681, 0.9340], [-0.9044, -0.1802, 0.2668], [0.3751, 0.6958, -1.5196], [0.8605, 0.3677, 2.0119], [0.1733, -1.8671, 1.4633], [-1.4150, 1.1171, 0.7844], [-2.0252, -1.0178, 0.1411], [0.0165, -0.2039, -2.4793], [-0.0443, 2.0741, -1.5891], [1.5825, 0.4118, -0.9207], [2.4933, -0.5598, 0.4174], [1.4444, -1.5655, -0.6466], [1.3774, 1.2101, 1.8339], [1.2666, -0.0924, 2.8084], [0.0492, -1.9533, 2.4416], [0.9270, -2.4734, 1.2313], [-0.8163, 1.2791, 1.7430], [-2.4194, 1.0205, 1.0962], [-1.8219, -1.8931, 0.6317], [-2.4388, -1.0825, -0.7720], [0.0181, 0.2262, -3.3934], [0.4889, -1.0861, -2.5152], [-1.1693, 1.8055, -0.0253], [-0.7310, 2.2669, -2.3239], [0.6690, 2.7842, -1.5469]],
  "forces_ev_per_a": [[-2.6, 2.4, -0.3], [-0.9, 0.0, 1.0], [1.4, 2.9, -1.6], [-1.1, -1.2, 2.9], [-1.4, 0.0, 0.2], [0.7, -1.0, -0.3], [1.4, 1.0, 1.7], [1.2, -0.7, 0.9], [-1.0, 1.1, -1.9], [-0.1, -1.9, -0.3], [-0.6, 2.2, -0.3], [2.1, -0.8, 1.1], [0.3, -2.0, -0.9], [0.3, 0.0, -0.7], [0.0, -0.3, 0.0], [-0.4, 0.3, 1.1], [0.5, -0.9, -0.1], [-1.1, 0.0, -2.4], [1.2, 0.3, -1.0], [-0.4, 0.0, -0.7], [0.1, -0.4, -0.3], [-0.2, -0.2, -0.4], [0.2, -0.2, 0.3], [-0.7, -0.3, 1.8], [0.5, -0.2, 0.2], [0.4, -0.1, 0.1]],
  "gap_ev": 8.40,
  "charge": 1
}